Entry from OMol25: an isolated molecule of C2H2F3NO (ωB97M-V/def2-TZVPD).

Values from the calculation:
E_LUMO = -0.80 eV
E = -13793.63641 eV
HOMO-LUMO gap = 9.137 eV
relative energy (zero: lowest compared OMol25 entry of this formula, charge and spin) = 3.463 eV
structure (SMILES) = O=N[C@@H](F)C(F)F
E_HOMO = -0.3654 Ha

```
9
Properties=species:S:1:pos:R:3:lowdin_charge:R:1
O -2.017 -0.617 0.640 0.024
N -1.715 0.340 0.007 0.055
C -0.235 0.285 -0.606 -0.243
F 0.022 1.535 -1.034 0.052
C 0.788 -0.216 0.416 -0.369
F 1.165 0.765 1.251 0.091
F 1.901 -0.654 -0.211 0.074
H -0.280 -0.388 -1.470 0.159
H 0.372 -1.050 1.007 0.156
```

Entry from OMol25: a cluster of 3 separate species, C19H49BFN8O6P2 in total (ωB97M-V/def2-TZVPD).

Values from the calculation:
E_LUMO = -3.25 eV
E = -66664.34986 eV
total charge = +1
HOMO-LUMO gap = 6.101 eV
E_HOMO = -0.3438 Ha

```
86
Properties=species:S:1:pos:R:3:lowdin_charge:R:1
C 2.478 -1.279 4.535 0.035
C 1.999 -2.615 4.003 -0.125
C 2.716 -3.644 3.462 -0.087
C 4.212 -3.664 3.265 -0.089
C 4.604 -3.028 1.893 -0.147
C 4.715 -4.039 0.738 -0.274
O 5.460 -3.483 -0.330 -0.050
N 1.740 -4.628 3.124 0.225
B 1.948 -5.975 2.517 -0.594
O 3.179 -6.385 2.068 0.195
O 0.897 -6.871 2.397 0.189
C 0.514 -4.186 3.430 -0.262
O -0.688 -4.722 3.285 0.192
N 0.660 -2.973 3.959 0.074
F -0.416 -2.298 4.351 0.169
H 3.474 -1.054 4.139 0.082
H 1.801 -0.520 4.101 0.093
H 2.417 -1.228 5.630 0.102
H 4.645 -4.671 3.355 0.113
H 4.711 -3.052 4.033 0.129
H 3.805 -2.296 1.678 0.107
H 5.544 -2.455 1.947 0.127
H 5.095 -5.010 1.107 0.112
H 3.692 -4.251 0.359 0.122
H 5.316 -4.049 -1.099 0.095
H 3.804 -6.535 2.790 0.125
H 0.792 -7.276 3.273 0.137
H -0.941 -4.746 2.345 0.170
O 1.981 0.830 1.619 -0.333
P 2.377 1.840 0.541 0.764
N 1.573 1.051 -0.759 -0.353
C 2.084 0.117 -1.733 -0.130
C 0.123 1.176 -0.797 -0.119
N 4.071 1.567 0.678 -0.294
C 5.010 1.241 -0.377 -0.124
C 4.500 0.898 1.899 -0.155
N 2.727 3.244 -0.498 -0.303
C 2.023 4.444 0.001 -0.138
C 2.715 3.276 -1.947 -0.131
H 1.867 0.476 -2.749 0.085
H 1.635 -0.879 -1.633 0.077
H 3.162 -0.009 -1.682 0.052
H -0.171 2.149 -1.213 0.072
H -0.306 1.096 0.206 0.069
H -0.347 0.404 -1.406 0.081
H 4.927 0.199 -0.706 0.074
H 6.037 1.371 -0.026 0.083
H 4.943 1.908 -1.234 0.069
H 4.319 -0.183 1.851 0.051
H 3.992 1.305 2.770 0.068
H 5.566 1.055 2.082 0.087
H 0.945 4.373 -0.181 0.077
H 2.398 5.353 -0.471 0.080
H 2.176 4.546 1.081 0.078
H 1.704 3.233 -2.371 0.087
H 3.299 2.474 -2.393 0.061
H 3.182 4.204 -2.285 0.098
O -3.281 2.858 -1.920 -0.311
P -4.773 2.644 -2.114 0.754
N -4.920 1.324 -1.011 -0.353
C -4.895 -0.095 -1.259 -0.135
C -4.874 1.652 0.404 -0.129
N -4.669 2.237 -3.781 -0.302
C -5.208 1.067 -4.443 -0.137
C -3.424 2.609 -4.458 -0.146
N -6.546 2.729 -2.285 -0.307
C -7.053 4.013 -1.758 -0.142
C -7.499 1.691 -1.956 -0.137
H -5.795 -0.569 -0.841 0.082
H -4.023 -0.584 -0.805 0.076
H -4.889 -0.345 -2.316 0.051
H -5.845 2.035 0.749 0.070
H -4.119 2.418 0.607 0.071
H -4.624 0.787 1.019 0.077
H -4.620 0.164 -4.246 0.074
H -5.200 1.206 -5.528 0.081
H -6.256 0.885 -4.213 0.066
H -2.614 1.905 -4.233 0.082
H -3.111 3.611 -4.180 0.069
H -3.571 2.629 -5.541 0.080
H -6.995 4.041 -0.663 0.074
H -8.087 4.187 -2.056 0.079
H -6.454 4.842 -2.148 0.078
H -7.625 1.546 -0.875 0.084
H -7.245 0.728 -2.395 0.060
H -8.473 1.957 -2.375 0.096
```

Entry from OMol25: an isolated molecule of C15H22N4O5 (ωB97M-V/def2-TZVPD).

Values from the calculation:
E_LUMO = 0.59 eV
E = -32112.44621 eV
HOMO-LUMO gap = 9.007 eV
relative energy (zero: lowest compared OMol25 entry of this formula, charge and spin) = 0.081 eV
structure (SMILES) = COCCn1c(CCC(=O)O)nc2c1c(=O)[nH]c(=O)n2CC(C)C
E_HOMO = -0.3095 Ha

```
46
Properties=species:S:1:pos:R:3:lowdin_charge:R:1
C -5.934 -0.365 0.385 -0.099
O -5.236 0.477 -0.506 -0.181
C -3.901 0.116 -0.721 -0.201
C -2.988 0.420 0.486 -0.088
N -1.608 0.246 0.129 0.037
C -0.708 1.170 -0.274 -0.255
C -0.977 2.632 -0.340 -0.095
C 0.290 3.364 -0.775 -0.093
C 1.400 3.102 0.218 -0.570
O 1.251 2.950 1.400 0.107
O 2.600 3.091 -0.367 0.103
N 0.464 0.639 -0.572 0.215
C 0.324 -0.687 -0.360 -0.198
C -0.964 -0.973 0.069 -0.056
C -1.394 -2.307 0.350 -0.403
O -2.488 -2.691 0.716 0.069
N -0.344 -3.198 0.133 0.213
C 0.958 -2.960 -0.281 -0.466
O 1.750 -3.864 -0.414 0.090
N 1.273 -1.646 -0.538 0.054
C 2.621 -1.282 -0.927 -0.108
C 3.593 -1.269 0.261 -0.397
C 4.940 -0.731 -0.214 -0.072
C 3.042 -0.427 1.410 -0.054
H -5.622 -0.207 1.423 0.087
H -6.986 -0.108 0.285 0.090
H -5.785 -1.419 0.128 0.095
H -3.572 0.705 -1.583 0.130
H -3.819 -0.953 -0.963 0.124
H -3.216 -0.277 1.296 0.128
H -3.154 1.445 0.823 0.135
H -1.270 2.983 0.653 0.130
H -1.795 2.837 -1.035 0.127
H 0.622 3.029 -1.756 0.124
H 0.111 4.441 -0.808 0.133
H 3.296 2.926 0.290 0.128
H -0.552 -4.175 0.308 0.169
H 2.556 -0.286 -1.368 0.127
H 2.964 -2.004 -1.672 0.135
H 3.723 -2.299 0.607 0.133
H 5.661 -0.745 0.599 0.078
H 5.329 -1.339 -1.027 0.079
H 4.836 0.292 -0.568 0.076
H 3.799 -0.297 2.180 0.082
H 2.730 0.551 1.054 0.056
H 2.180 -0.908 1.866 0.081
```

Entry from OMol25: a structure of composition C5H7NO (ωB97M-V/def2-TZVPD).

Values from the calculation:
E_LUMO = 0.95 eV
E = -8834.00934 eV
HOMO-LUMO gap = 10.143 eV
relative energy (zero: lowest compared OMol25 entry of this formula, charge and spin) = 2.193 eV
E_HOMO = -0.3379 Ha

```
14
Properties=species:S:1:pos:R:3:lowdin_charge:R:1
C 2.791 -0.501 0.189 -0.124
C -2.734 0.569 -0.165 -0.003
C 0.632 0.376 0.143 -0.368
C -1.287 0.336 -0.068 -0.288
C -0.382 -0.652 -0.185 0.069
O -0.365 1.357 0.249 0.049
N 1.851 0.569 0.315 0.067
H -0.393 -1.694 -0.410 0.092
H 2.342 -1.461 -0.086 0.075
H 3.312 -0.600 1.141 0.078
H 3.524 -0.211 -0.564 0.077
H -3.241 -0.355 -0.427 0.089
H -3.114 0.938 0.787 0.093
H -2.937 1.329 -0.919 0.093
```